Entry 1:
# C4H7N2

The ion C4H7N2 with charge +1 in a non-equilibrium geometry (wB97M-V/def2-TZVPD, the Open Molecules 2025 dataset).

Geometry as XYZ:
```
13
C4H7N2 (wB97M-V/def2-TZVPD)
C -1.263 0.040 -0.097
C -1.889 -1.134 -0.091
C 0.054 0.477 -0.097
C 1.340 -1.496 -0.065
N 1.220 -0.214 -0.064
N 0.176 1.835 -0.032
H -1.838 0.917 0.174
H -2.799 -1.511 0.262
H 2.232 -1.922 0.218
H 0.450 -2.216 0.083
H 2.061 0.404 -0.269
H -0.651 2.346 -0.179
H 0.907 2.474 0.158
```

As for the total charge: +1. The calculated total energy comes out at -265.65645 Eh. The calculation puts the molar mass at 83.1 g/mol. The calculation puts the highest occupied orbital energy (alpha / beta) at -0.437 / -0.428 Eh. The energy relative to the best compared isomer or geometry (same formula, charge and spin) is 6.858 eV. For the LUMO energy (alpha / beta), the calculation gives -0.2283 / -0.2370 Eh.

Results of the Löwdin charge analysis, in e, for atoms 1 through 6:
1. C -0.17
2. C 0.20
3. C -0.31
4. C 0.18
5. N 0.10
6. N 0.17

Entry 2:
# C4H7N2

A cluster of 2 separate species, C4H7N2 in total in a non-equilibrium geometry (wB97M-V/def2-TZVPD, the Open Molecules 2025 dataset).

Geometry as XYZ:
```
13
C4H7N2 (wB97M-V/def2-TZVPD)
C 1.678 1.727 0.431
C 1.886 1.661 -0.877
C 0.442 1.763 -1.322
C -1.608 -2.321 0.791
N -0.543 -1.682 0.519
N 0.444 1.222 -0.001
H 2.274 1.676 1.273
H -0.075 2.711 -1.538
H 0.008 1.176 -2.114
H -2.324 -2.330 -0.003
H -1.862 -2.783 1.814
H 0.103 -1.679 1.292
H -0.425 -1.141 -0.266
```

As for the total charge: +1. The calculated total energy comes out at -265.63714 Eh. The calculation puts the molar mass at 83.1 g/mol. The calculation puts the highest occupied orbital energy at -0.435 Eh. The energy relative to the best compared isomer or geometry (same formula, charge and spin) is 7.384 eV. For the LUMO energy, the calculation gives -0.2046 Eh.

Results of the Löwdin charge analysis, in e, for atoms 1 through 6:
1. C -0.07
2. C 0.06
3. C -0.20
4. C 0.17
5. N 0.22
6. N -0.02

What did the first record say?
# C4H7N2

The ion C4H7N2 with charge +1 in a non-equilibrium geometry (wB97M-V/def2-TZVPD, the Open Molecules 2025 dataset).

Geometry as XYZ:
```
13
C4H7N2 (wB97M-V/def2-TZVPD)
C -1.263 0.040 -0.097
C -1.889 -1.134 -0.091
C 0.054 0.477 -0.097
C 1.340 -1.496 -0.065
N 1.220 -0.214 -0.064
N 0.176 1.835 -0.032
H -1.838 0.917 0.174
H -2.799 -1.511 0.262
H 2.232 -1.922 0.218
H 0.450 -2.216 0.083
H 2.061 0.404 -0.269
H -0.651 2.346 -0.179
H 0.907 2.474 0.158
```

As for the total charge: +1. The calculated total energy comes out at -265.65645 Eh. The calculation puts the molar mass at 83.1 g/mol. The calculation puts the highest occupied orbital energy (alpha / beta) at -0.437 / -0.428 Eh. The energy relative to the best compared isomer or geometry (same formula, charge and spin) is 6.858 eV. For the LUMO energy (alpha / beta), the calculation gives -0.2283 / -0.2370 Eh.

Results of the Löwdin charge analysis, in e, for atoms 1 through 6:
1. C -0.17
2. C 0.20
3. C -0.31
4. C 0.18
5. N 0.10
6. N 0.17